1.
Density functional theory data (the ωB97M-V functional and the def2-TZVPD basis) for a cluster of 2 separate species, C8H15Cl3N2OP in total.

Output
Charge = +1
Kohn-Sham gap = 8.64 eV
HOMO level = -12.99 eV
E_LUMO = -4.35 eV

Each line ends with the Mulliken charge.
Positions of all 30 atoms, in Å:
C -2.5859 -2.9020 1.3327  -0.89
C -1.9367 -1.5974 0.5431  -0.09
C -0.4029 -1.2771 1.0662  -0.50
C 0.5564 -1.2305 -0.2675  -0.58
C 0.6445 0.2428 -0.9965  0.24
C 1.1163 1.7114 -0.4247  0.24
N 0.9856 2.6431 -1.6136  -0.12
C 0.4907 1.9969 -2.9246  -0.14
N 0.2807 0.5606 -2.4615  0.01
P -0.3610 -0.6379 -3.6262  0.33
O -0.6683 0.1390 -4.9683  -0.60
H -2.6117 -3.8000 0.5607  0.26
H -1.9624 -3.1788 2.3091  0.29
H -3.6897 -2.5995 1.6220  0.25
H -1.9418 -1.8864 -0.6126  -0.07
H -2.5589 -0.5986 0.7374  0.31
H 0.0175 -2.1686 1.7392  0.37
H -0.3028 -0.2927 1.6914  0.29
H 0.1977 -2.0944 -0.9919  0.31
H 1.6617 -1.4672 0.1165  0.30
H 1.4668 1.9131 0.6767  -0.25
H 1.2214 3.6556 -1.5223  0.27
H 0.3334 2.5076 -3.9690  0.41
H 0.5444 -1.7618 -3.8360  0.18
H -1.5588 -1.2043 -2.9908  0.14
C 2.2882 2.7532 3.7497  0.03
Cl 2.7162 1.4816 2.5924  -0.13
Cl 0.6585 3.3675 3.4243  -0.12
Cl 2.4044 2.1474 5.4108  -0.09
H 2.9965 3.5773 3.6334  0.33



2.
Density functional theory data (the ωB97M-V functional and the def2-TZVPD basis) for a structure of composition C29H45CaIN4O6S2Si4Te.

Output
Charge = -2
Kohn-Sham gap = 5.70 eV
HOMO level = -2.47 eV
E_LUMO = 3.23 eV

Each line ends with the Mulliken charge.
Positions of all 93 atoms, in Å:
Ca -0.5746 -1.5464 1.5947  0.06
O -3.2932 0.7191 3.1051  -0.58
C -2.1515 0.4742 2.4854  0.60
O -2.1090 -0.1048 1.4201  0.52
C -0.9467 1.1179 3.1238  -0.59
O 0.1330 0.2363 3.2820  -0.29
C 0.0495 -0.5213 4.4762  -0.67
C -1.2889 -1.2930 4.5610  0.77
O -1.8545 -1.4032 5.6497  -0.86
O -1.7106 -1.7325 3.4626  -0.01
H -3.9776 0.1384 2.6667  0.41
H -1.2420 1.5764 4.0762  0.32
H -0.6186 1.8877 2.4083  0.16
H 0.1752 0.1245 5.3595  0.29
H 0.8679 -1.2489 4.4221  0.27
S -1.1211 -4.3129 1.3332  -0.54
C 0.2729 -5.0757 2.0199  0.44
C 0.1928 -6.4476 2.2435  -0.81
C 1.2673 -7.1921 2.7265  0.34
C 1.1577 -8.5714 2.9272  0.01
N 1.0679 -9.7082 3.0992  -0.64
C 2.4877 -6.5316 3.0024  0.53
C 2.5681 -5.1592 2.8075  -1.03
C 1.4940 -4.4023 2.3349  0.32
S 1.7737 -2.7135 2.1699  -0.41
C 3.6110 -7.2385 3.4479  0.02
N 4.5525 -7.7956 3.8090  -0.63
H -0.7370 -6.9513 2.0153  0.48
H 3.4963 -4.6429 3.0135  0.47
N -3.9181 -3.4182 2.9690  -0.25
C -4.3486 -2.1611 3.1243  0.68
O -4.5560 -1.3880 2.1896  -0.89
C -4.6758 -1.7485 4.5356  -0.98
I -6.2930 -2.9324 5.3192  0.01
H -3.4400 -3.6604 2.1042  0.15
H -3.5382 -3.8855 3.7787  0.28
H -5.0053 -0.7138 4.5786  0.44
H -3.8208 -1.8960 5.1967  0.40
N -3.4496 -2.4735 -0.4647  -0.44
C -3.0930 -1.6642 -1.5144  0.46
C -3.6199 -0.3742 -1.6250  -0.26
C -3.3528 0.4004 -2.7354  -0.45
C -2.5723 -0.0954 -3.7675  -0.62
C -2.0389 -1.3702 -3.6642  -0.56
C -2.2901 -2.1479 -2.5523  -0.30
H -2.8358 -3.2594 -0.2890  0.12
H -3.7816 -1.9940 0.3623  0.24
H -4.2293 0.0100 -0.8194  0.32
H -3.7578 1.4025 -2.7932  0.36
H -2.3730 0.5097 -4.6402  0.42
H -1.4140 -1.7569 -4.4574  0.39
H -1.8541 -3.1345 -2.4637  0.35
C 4.2119 4.5345 -1.3058  -1.13
Si 2.9961 3.3688 -0.3885  0.46
C 2.1531 4.4602 0.9441  -0.89
C 4.0829 2.1378 0.5869  -0.99
Si 1.3842 2.3361 -1.7448  0.17
Te 0.0080 0.8050 -0.4697  -0.66
Si 2.4820 1.4356 -3.6004  0.40
C 4.0267 0.4250 -3.1071  -1.18
C 1.3665 0.2810 -4.6285  -0.92
C 3.1178 2.7482 -4.8501  -1.10
Si -0.0639 4.0294 -2.4994  0.41
C -1.0317 3.5536 -4.0830  -0.70
C 0.7898 5.7002 -2.9039  -1.15
C -1.3942 4.4434 -1.1879  -0.93
H 4.9219 5.0257 -0.6446  0.38
H 3.6667 5.3100 -1.8350  0.28
H 4.7825 3.9784 -2.0440  0.26
H 2.8502 4.8771 1.6680  0.39
H 1.4246 3.8704 1.4922  0.05
H 1.6193 5.2882 0.4851  0.27
H 4.6742 2.6104 1.3678  0.35
H 4.7685 1.6162 -0.0732  0.28
H 3.4606 1.3850 1.0595  0.21
H 3.7745 -0.2872 -2.3292  0.35
H 4.7975 1.0797 -2.7102  0.26
H 4.4613 -0.1312 -3.9343  0.38
H 0.9092 -0.4567 -3.9793  0.16
H 1.8910 -0.2475 -5.4216  0.44
H 0.5614 0.8478 -5.0846  0.22
H 3.7556 3.4701 -4.3480  0.28
H 2.2870 3.2959 -5.2873  0.27
H 3.6919 2.3135 -5.6661  0.37
H -0.3406 3.3466 -4.8965  0.29
H -1.7201 4.3277 -4.4195  0.41
H -1.6046 2.6489 -3.9082  -0.20
H 1.5670 5.5479 -3.6477  0.32
H 1.2640 6.1039 -2.0141  0.26
H 0.1038 6.4549 -3.2827  0.38
H -1.9108 3.5310 -0.9050  0.15
H -2.1382 5.1611 -1.5284  0.36
H -0.9316 4.8434 -0.2899  0.25



3.
Density functional theory data (the ωB97M-V functional and the def2-TZVPD basis) for the molecule C5H10N2O2.

Output
Kohn-Sham gap = 9.04 eV
Structure (SMILES) = C/C1=N/NCCOCO1
HOMO level = -8.07 eV
E_LUMO = 0.97 eV

Each line ends with the Mulliken charge.
Positions of all 19 atoms, in Å:
C -0.0929 0.7305 2.7361  -1.06
C -0.2967 0.4252 1.3607  0.85
C 0.0007 -1.5893 -0.8285  -0.49
C 0.5335 -0.8683 -2.0616  -0.35
C 0.4378 1.2194 -0.7431  -0.51
H -0.1567 1.8391 2.9967  0.23
H 0.9291 0.3830 2.9991  0.25
H -0.8507 0.2717 3.3583  0.36
H -1.9868 -1.5568 -0.2586  0.28
H -0.2307 -2.6963 -0.9660  0.39
H 0.7552 -1.6183 0.0269  0.27
H -0.1872 -0.7823 -2.9587  0.26
H 1.4813 -1.4085 -2.3648  0.25
H 0.7802 2.2993 -0.8548  0.29
H -0.6764 1.2494 -0.8366  0.51
N -1.2559 -0.3098 0.9374  -0.55
N -1.2661 -0.8794 -0.2790  -0.24
O 1.0537 0.4053 -1.6879  -0.35
O 0.7341 0.9495 0.6213  -0.38



4.
Density functional theory data (the ωB97M-V functional and the def2-TZVPD basis) for the molecule C4H4N4.

Output
Kohn-Sham gap (alpha / beta) = 7.88 / 7.88 eV
HOMO level (alpha / beta) = -8.00 / -8.00 eV
E_LUMO (alpha / beta) = -0.12 / -0.12 eV

Each line ends with the Mulliken charge.
Positions of all 12 atoms, in Å:
C -1.1994 -0.3454 -0.0465  0.63
C -0.5855 -1.3791 -0.8070  -0.59
C 0.7482 -1.5698 -0.9529  -0.02
C 0.6131 0.9723 0.6531  0.28
N -1.8747 0.3721 0.5522  -0.66
N 1.6979 -0.8525 -0.3596  -1.03
N 1.4557 0.2449 0.1647  0.50
N 0.1814 2.0194 1.3610  -0.52
H -1.3522 -1.8752 -1.4423  0.26
H 1.0099 -2.3383 -1.6005  0.42
H -0.8758 1.7459 1.4583  0.46
H 0.1813 3.0057 1.0193  0.27



5.
Density functional theory data (the ωB97M-V functional and the def2-TZVPD basis) for a cluster of 2 separate species, C3H7N5O in total.

Output
Kohn-Sham gap (alpha / beta) = 7.56 / 7.68 eV
HOMO level (alpha / beta) = -6.96 / -6.94 eV
E_LUMO (alpha / beta) = 0.60 / 0.74 eV

Each line ends with the Mulliken charge.
Positions of all 16 atoms, in Å:
C -1.1333 -0.2593 0.9124  -0.29
C -1.6173 0.0411 -0.3048  -0.29
C 2.1777 0.2750 -1.6785  0.27
N 0.1879 0.1609 1.2128  -0.38
N -0.8427 0.7734 -1.1890  0.11
N 0.3839 1.4965 0.5705  -0.16
N 0.1966 1.5275 -0.7662  -0.56
N 1.9617 -0.9019 -1.1342  -0.21
O 2.9754 0.7357 -2.4355  -0.49
H -1.6838 -0.7953 1.6629  0.36
H -2.5887 -0.2622 -0.6494  0.38
H 0.3197 0.2980 2.2116  0.30
H -1.2449 1.1134 -2.0473  0.21
H 1.3218 1.8260 0.7783  0.31
H 1.2082 -1.0138 -0.4725  0.23
H 2.5432 -1.7141 -1.3338  0.22



6.
Density functional theory data (the ωB97M-V functional and the def2-TZVPD basis) for the ion C4H10N2 with charge -1.

Output
Expectation value of S² = 0.75
Charge = -1
Kohn-Sham gap (alpha / beta) = 3.03 / 8.79 eV
HOMO level (alpha / beta) = 1.37 / -4.59 eV
E_LUMO (alpha / beta) = 4.40 / 4.20 eV
Multiplicity = 2

Each line ends with the Löwdin spin population.
Positions of all 16 atoms, in Å:
C 1.4264 0.1724 -0.3403  0.09
C 0.2263 1.1106 0.1750  0.04
C -1.0063 0.3703 0.0174  0.08
C -1.7044 -0.0948 1.0728  0.24
N -1.2764 0.0385 -1.3707  0.06
N 1.7135 -1.1673 0.3020  0.08
H 1.2278 -0.1675 -1.3375  0.02
H 2.2677 0.8674 -0.2390  0.01
H 0.4617 1.9479 -0.4529  0.00
H 0.4538 1.4476 1.1886  0.02
H -2.7251 -0.5249 0.9408  0.05
H -1.1556 0.0929 2.0086  0.05
H -0.5843 -0.5539 -1.6834  0.07
H -2.2641 -0.3190 -1.4682  0.06
H 1.5673 -2.1172 -0.0533  0.08
H 1.3718 -1.1028 1.2401  0.04



| no. | energy (eV) | strongest force on any atom (eV/A) |
| --- | --- | --- |
| 1 | -60410.076 | 7.02 |
| 2 | -136073.891 | 2.87 |
| 3 | -12419.787 | 3.38 |
| 4 | -10168.462 | 5.82 |
| 5 | -12717.281 | 1.47 |
| 6 | -7287.148 | 4.77 |